No. 1
The following is a quantum chemistry calculation of C26H21N4O9V as an isolated structure, from the Open Molecules 2025 dataset.

Calculated values
energy above the lowest of the compared OMol25 structures with the same formula, charge and spin = 0.0 kcal/mol
lowest unoccupied orbital energy (alpha / beta) = 2.4 / 2.4 eV
expectation value of S² = 3.761
Kohn-Sham gap (alpha / beta) = 5.78 / 6.98 eV
spin multiplicity = 4
net charge = -1

Geometry (Å):
V (0.130, -0.243, -0.175)
O (0.561, 1.239, 3.717)
C (0.194, 0.597, 2.602)
O (0.995, 0.104, 1.845)
C (-1.301, 0.431, 2.448)
O (-1.712, 0.608, 1.111)
C (-1.992, 1.985, 0.796)
C (0.062, 2.500, -0.574)
O (0.494, 3.905, -0.375)
O (1.004, 1.618, -0.548)
H (1.531, 1.271, 3.704)
H (-1.528, -0.604, 2.714)
H (-1.825, 1.113, 3.119)
H (-2.552, 1.931, -0.141)
H (-2.623, 2.421, 1.578)
C (2.548, -2.964, -7.518)
O (1.615, -3.536, -6.627)
C (2.109, -4.220, -5.559)
C (1.172, -4.615, -4.603)
C (1.572, -5.295, -3.475)
C (2.921, -5.607, -3.279)
C (3.834, -5.263, -4.261)
C (3.447, -4.550, -5.390)
N (3.414, -6.393, -2.181)
N (3.038, -6.213, -1.009)
C (2.212, -5.113, -0.632)
C (1.114, -5.396, 0.151)
C (0.169, -4.435, 0.511)
C (0.328, -3.095, 0.140)
O (-0.495, -2.157, 0.428)
C (1.543, -2.777, -0.583)
N (1.724, -1.458, -0.851)
C (2.810, -1.054, -1.467)
C (3.825, -1.953, -1.832)
C (3.670, -3.286, -1.577)
C (2.488, -3.754, -0.960)
H (1.970, -2.384, -8.232)
H (3.117, -3.731, -8.051)
H (3.240, -2.301, -6.991)
H (0.134, -4.351, -4.753)
H (0.838, -5.572, -2.731)
H (4.871, -5.546, -4.126)
H (4.190, -4.270, -6.123)
H (0.956, -6.427, 0.449)
H (-0.704, -4.713, 1.087)
H (2.881, 0.010, -1.661)
H (4.722, -1.580, -2.308)
H (4.453, -3.986, -1.832)
O (-1.072, 1.235, -3.852)
C (-0.878, 1.150, -2.642)
O (-0.799, 0.057, -1.977)
C (-0.854, 2.429, -1.809)
C (-1.758, 3.363, -2.131)
C (-2.178, 4.511, -1.329)
C (-1.723, 4.838, -0.115)
C (-0.578, 4.110, 0.534)
N (-0.744, 2.659, 0.714)
H (-2.301, 3.189, -3.054)
H (-2.978, 5.111, -1.751)
H (-2.147, 5.687, 0.411)
H (-0.252, 4.623, 1.446)

---

No. 2
The following is a quantum chemistry calculation of C26H21N7O8S2SnTe as an isolated structure, from the Open Molecules 2025 dataset.

Calculated values
energy above the lowest of the compared OMol25 structures with the same formula, charge and spin = 36.7 kcal/mol
lowest unoccupied orbital energy = 3.7 eV
Kohn-Sham gap = 5.33 eV
spin multiplicity = 1
net charge = -2

Geometry (Å):
Sn (0.341, -1.339, 0.480)
N (-1.117, 2.101, 3.136)
C (0.113, 1.660, 2.818)
N (0.241, 1.627, 1.514)
C (-0.981, 2.031, 1.072)
N (-1.843, 2.331, 2.021)
C (-1.320, 2.007, -0.366)
C (-2.412, 2.684, -0.898)
N (-2.681, 2.666, -2.199)
C (-1.871, 1.934, -2.962)
C (-0.814, 1.210, -2.429)
N (-0.533, 1.262, -1.135)
H (-1.579, 2.066, 4.028)
H (0.869, 1.355, 3.526)
H (-3.076, 3.245, -0.251)
H (-2.078, 1.917, -4.025)
H (-0.198, 0.553, -3.034)
C (-6.851, -0.810, -0.117)
C (-5.603, -1.204, 0.629)
C (-4.413, -0.509, 0.432)
C (-3.248, -0.906, 1.065)
C (-3.259, -2.009, 1.908)
C (-4.439, -2.702, 2.129)
C (-5.603, -2.295, 1.491)
S (-1.756, -2.486, 2.756)
O (-1.193, -1.243, 3.267)
O (-2.200, -3.462, 3.738)
N (-0.758, -3.084, 1.695)
C (-1.312, -4.070, 0.766)
C (-1.886, -3.411, -0.507)
O (-2.733, -4.026, -1.150)
O (-1.342, -2.295, -0.827)
H (-6.879, 0.265, -0.300)
H (-7.749, -1.091, 0.435)
H (-6.887, -1.310, -1.088)
H (-4.392, 0.345, -0.237)
H (-2.320, -0.370, 0.896)
H (-4.429, -3.548, 2.802)
H (-6.526, -2.841, 1.660)
H (-2.067, -4.711, 1.223)
H (-0.491, -4.710, 0.431)
O (2.911, 0.310, 2.899)
C (3.013, 0.149, 1.678)
O (2.625, -0.816, 0.960)
C (3.669, 1.264, 0.876)
C (4.785, 1.922, 1.382)
C (5.409, 2.918, 0.651)
C (4.881, 3.259, -0.583)
C (3.763, 2.628, -1.106)
C (3.167, 1.617, -0.374)
N (5.521, 4.338, -1.350)
O (4.992, 4.702, -2.386)
O (6.547, 4.832, -0.903)
H (5.152, 1.641, 2.361)
H (6.285, 3.433, 1.016)
H (3.393, 2.919, -2.079)
H (2.302, 1.089, -0.757)
Te (1.320, -2.575, -1.933)
C (3.280, -1.885, -2.385)
C (3.707, -1.537, -3.643)
C (5.061, -1.092, -3.689)
C (5.655, -1.110, -2.462)
S (4.562, -1.657, -1.263)
H (3.057, -1.599, -4.505)
H (5.560, -0.766, -4.593)
H (6.657, -0.809, -2.201)

---

No. 3
The following is a quantum chemistry calculation of one molecule with the formula C26H21NO in a non-equilibrium geometry, from the Open Molecules 2025 dataset.

Calculated values
energy above the lowest of the compared OMol25 structures with the same formula, charge and spin = 58.2 kcal/mol
lowest unoccupied orbital energy = 0.8 eV
Kohn-Sham gap = 8.47 eV
spin multiplicity = 1
SMILES string = OC1(c2ccccc2)c2ccccc2N(Cc2ccccc2)c2ccccc21

Geometry (Å):
O (-1.366, 0.681, -0.266)
C (-1.875, -1.652, -4.657)
C (-2.473, 1.653, 3.081)
C (0.917, -3.334, 1.785)
C (2.866, 2.801, -1.310)
C (-2.765, -1.313, -3.613)
C (-0.476, -1.860, -4.301)
C (-0.262, -3.477, 1.058)
C (1.949, 2.667, -2.306)
C (-2.022, 0.368, 3.492)
C (-1.524, 2.640, 2.675)
C (1.604, -2.120, 1.772)
C (2.882, 1.946, -0.163)
C (-2.194, -0.802, -2.373)
C (0.038, -1.533, -3.024)
C (-0.694, -2.419, 0.124)
C (1.023, 1.581, -2.219)
C (-0.661, 0.094, 3.135)
C (-0.249, 2.306, 2.487)
C (1.158, -1.005, 0.957)
C (1.894, 1.108, -0.037)
C (-0.791, -0.742, -2.154)
C (0.111, -1.288, 0.056)
C (0.881, 0.906, -1.016)
C (0.268, 1.085, 2.776)
N (1.706, 0.271, 1.088)
C (-0.265, -0.089, -0.854)
C (1.698, 0.883, 2.462)
H (-1.097, 1.364, 0.369)
H (-2.268, -1.872, -5.597)
H (-3.537, 1.964, 3.251)
H (1.224, -4.072, 2.536)
H (3.617, 3.533, -1.357)
H (-3.782, -1.346, -3.763)
H (0.303, -2.275, -5.018)
H (-0.881, -4.339, 1.232)
H (1.890, 3.217, -3.246)
H (-2.671, -0.381, 3.887)
H (-1.833, 3.696, 2.585)
H (2.506, -2.105, 2.413)
H (3.603, 2.098, 0.631)
H (-2.839, -0.258, -1.675)
H (1.124, -1.609, -2.712)
H (-1.670, -2.508, -0.348)
H (0.434, 1.369, -3.055)
H (-0.392, -0.895, 3.290)
H (0.502, 3.106, 2.163)
H (2.285, 1.817, 2.558)
H (2.104, 0.143, 3.200)

---

No. 4
The following is a quantum chemistry calculation of C26H22Br4CrN4O4S as an isolated structure in a non-equilibrium geometry, from the Open Molecules 2025 dataset.

Calculated values
energy above the lowest of the compared OMol25 structures with the same formula, charge and spin = 37.6 kcal/mol
lowest unoccupied orbital energy (alpha / beta) = 2.4 / 2.4 eV
expectation value of S² = 3.780
Kohn-Sham gap (alpha / beta) = 6.68 / 6.81 eV
spin multiplicity = 4
net charge = -1

Geometry (Å):
Cr (-0.505, 1.027, -0.218)
O (-0.106, 1.337, 2.427)
C (-1.060, 0.781, 3.048)
C (-0.856, -0.090, 4.169)
C (-1.905, -0.631, 4.857)
C (-3.249, -0.336, 4.525)
C (-3.486, 0.499, 3.467)
C (-2.433, 1.035, 2.699)
C (-2.736, 1.946, 1.640)
N (-1.976, 2.240, 0.644)
C (-2.360, 3.412, -0.165)
C (-1.216, 3.698, -1.133)
N (-0.853, 2.386, -1.651)
C (-0.966, 2.120, -2.897)
C (-1.103, 0.793, -3.418)
C (-0.929, 0.547, -4.789)
C (-1.179, -0.690, -5.325)
C (-1.656, -1.704, -4.472)
C (-1.875, -1.477, -3.136)
C (-1.585, -0.224, -2.548)
O (-1.800, -0.043, -1.274)
H (0.168, -0.331, 4.434)
H (-1.701, -1.305, 5.684)
H (-4.067, -0.765, 5.091)
H (-4.509, 0.745, 3.191)
H (-3.695, 2.474, 1.712)
H (-2.532, 4.275, 0.477)
H (-3.276, 3.207, -0.729)
H (-0.375, 4.140, -0.601)
H (-1.535, 4.369, -1.931)
H (-1.084, 2.954, -3.595)
H (-0.571, 1.355, -5.423)
H (-1.004, -0.885, -6.375)
H (-1.853, -2.691, -4.878)
H (-2.235, -2.259, -2.479)
Br (2.814, -4.557, -2.676)
C (1.839, -3.393, -1.544)
C (1.221, -3.859, -0.396)
Br (1.343, -5.685, 0.096)
C (0.486, -2.967, 0.414)
Br (-0.340, -3.496, 2.030)
C (0.353, -1.624, 0.084)
O (-0.266, -0.730, 0.800)
C (1.003, -1.148, -1.093)
O (0.890, 0.144, -1.323)
C (1.723, -2.026, -1.881)
Br (2.559, -1.275, -3.407)
S (1.675, 2.580, 0.171)
C (2.535, 1.197, 0.741)
N (3.591, 0.723, 0.056)
C (4.204, -0.574, 0.344)
C (4.103, -0.843, 1.833)
C (2.645, -0.735, 2.238)
N (2.128, 0.565, 1.828)
H (3.666, 1.096, -0.875)
H (5.242, -0.544, 0.016)
H (3.697, -1.366, -0.211)
H (4.693, -0.100, 2.379)
H (4.492, -1.834, 2.065)
H (2.523, -0.827, 3.316)
H (2.064, -1.534, 1.771)
H (1.221, 0.905, 2.194)

---

no.,E_tot (Eh)
1,-2843.6632
2,-3267.3682
3,-1133.2785
4,-13262.8936